# 1
The following is a quantum chemistry calculation of an isolated molecule of C5H8, from the Open Molecules 2025 dataset.

The geometry in XYZ format:
```
13
Properties=species:S:1:pos:R:3:forces:R:3:mulliken_charge:R:1
C -1.456380 -0.050118 -0.736790 0.0 0.0 -0.1 -1.0697
C -0.713765 0.634221 0.425555 0.0 0.2 0.0 -0.3732
C 0.431689 -0.195736 0.900845 -0.3 0.2 0.1 -0.3547
C 1.540792 -0.475860 0.153072 0.0 -0.4 -0.5 0.0650
C 2.295945 -0.241287 -0.963024 -0.3 0.2 0.5 -0.4332
H -0.768047 -0.251483 -1.565039 -0.1 0.1 0.2 0.3321
H -1.893555 -1.006114 -0.426817 0.1 0.2 0.0 0.3254
H -2.265291 0.586813 -1.106973 0.1 -0.1 0.1 0.2994
H -0.328572 1.601006 0.081442 -0.1 0.0 0.0 0.2741
H -1.407254 0.804266 1.255610 0.1 0.1 -0.1 0.2655
H 0.274079 -0.831526 1.773483 -0.1 0.1 -0.3 0.2981
H 1.499973 -1.566459 0.352500 0.9 -0.4 0.1 0.1898
H 2.974915 0.627879 -0.940478 -0.3 -0.1 0.0 0.1815
```
Positions in Å, forces in eV/Å.

Relative energy (zero: lowest compared OMol25 entry of this formula, charge and spin): 106.33 kcal/mol
LUMO (alpha / beta): -0.0085 / -0.0179 hartree
Frontier orbital gap (alpha / beta): 7.6 / 7.7 eV
E_HOMO (alpha / beta): -7.8 / -8.2 eV
Largest force on an atom: 0.965 eV/Å
Net charge: 0

***

# 2
The following is a quantum chemistry calculation of an isolated molecule of C5H8, from the Open Molecules 2025 dataset.

The geometry in XYZ format:
```
13
Properties=species:S:1:pos:R:3:forces:R:3:mulliken_charge:R:1
C -0.050764 -1.050696 0.786222 0.0 -0.1 0.1 -0.4755
C -1.010980 -0.108967 0.025839 -0.3 0.0 0.1 -0.6981
C 0.060655 1.932473 -0.750021 -0.3 -0.5 0.1 -0.7342
C 0.271060 0.490871 -0.705771 0.3 0.3 -0.1 0.2642
C 1.134112 -0.144120 0.403047 0.2 0.0 0.0 -0.6627
H 0.010833 -2.028720 0.297568 0.0 0.2 0.0 0.2328
H -0.253377 -1.203618 1.850222 0.0 0.1 -0.2 0.2953
H -1.763406 -0.555489 -0.629094 0.2 0.2 0.1 0.3232
H -1.496034 0.612141 0.692769 0.1 -0.1 -0.1 0.3129
H -0.681828 2.094129 -1.563808 0.1 0.0 0.1 0.2170
H 0.368473 -0.011498 -1.677318 0.0 0.0 0.1 0.3443
H 2.063981 -0.631188 0.097814 -0.1 0.1 0.1 0.3106
H 1.347278 0.604687 1.172525 0.0 -0.1 -0.1 0.2702
```
Positions in Å, forces in eV/Å.

Relative energy (zero: lowest compared OMol25 entry of this formula, charge and spin): 95.26 kcal/mol
LUMO: -0.0035 hartree
Frontier orbital gap: 8.5 eV
E_HOMO: -8.6 eV
Largest force on an atom: 0.587 eV/Å
Net charge: 0

***

# 3
The following is a quantum chemistry calculation of an isolated molecule of C5H8 at a distorted geometry, from the Open Molecules 2025 dataset.

The geometry in XYZ format:
```
13
Properties=species:S:1:pos:R:3:forces:R:3:mulliken_charge:R:1
C -0.490590 -1.132671 0.019812 -0.4 1.1 -0.1 -0.0980
C -0.104857 -2.202394 0.713061 1.3 0.7 -1.2 -0.7497
C -0.430450 0.295146 0.527335 -0.6 0.7 1.5 -0.5815
C -0.153069 1.303161 -0.528370 1.5 1.1 -2.2 -0.1319
C 1.082477 1.775009 -0.822816 -1.3 -1.5 1.8 -0.7315
H -0.974552 -1.039705 -0.956832 -0.1 -1.2 0.2 0.2837
H -0.086253 -3.202688 0.304731 -0.4 -0.1 0.0 0.2813
H 0.651835 -1.992126 1.461021 -0.5 -0.2 0.7 0.2691
H -1.419501 0.508682 0.960523 0.0 -0.1 -0.1 0.2384
H 0.239390 0.451353 1.384827 0.2 -0.3 -0.3 0.3557
H -0.881369 1.656605 -1.266436 -0.5 -1.0 0.2 0.3503
H 1.380469 2.055476 -1.819482 0.0 0.9 0.2 0.2704
H 1.738380 1.642096 0.037571 0.9 -0.1 -0.8 0.2438
```
Positions in Å, forces in eV/Å.

SMILES: C=CCC=C
Relative energy (zero: lowest compared OMol25 entry of this formula, charge and spin): 41.70 kcal/mol
LUMO: 0.0456 hartree
Frontier orbital gap: 10.7 eV
E_HOMO: -9.4 eV
Largest force on an atom: 2.879 eV/Å
Net charge: 0

***

# 4
The following is a quantum chemistry calculation of an isolated molecule of C5H8, from the Open Molecules 2025 dataset.

The geometry in XYZ format:
```
13
Properties=species:S:1:pos:R:3:forces:R:3:mulliken_charge:R:1
C -0.316122 1.571445 -0.434349 -0.1 -0.2 -0.1 -1.1755
C -0.300321 0.233626 0.381835 0.0 -0.5 -0.1 0.6771
C -0.787281 -1.162530 -0.199877 -0.5 0.3 -0.2 -1.3018
C 1.075127 -0.179587 0.604999 1.0 0.1 0.1 -0.7269
C 2.128622 -0.704628 0.353672 -0.4 -0.1 0.1 -0.0424
H 0.670669 2.052081 -0.402779 -0.2 -0.3 0.0 0.3283
H -0.561288 1.411604 -1.485388 0.0 -0.1 0.0 0.3218
H -1.024082 2.310102 -0.033390 0.0 -0.4 0.0 0.3048
H -0.910713 0.387549 1.276678 0.4 0.0 0.1 0.2129
H -1.018113 -1.819197 0.652695 -0.1 0.3 -0.3 0.3401
H -0.019214 -1.713280 -0.765280 -0.3 0.7 0.1 0.3202
H -1.660893 -1.047825 -0.831380 -0.4 0.0 0.0 0.3685
H 2.813566 -1.410902 -0.046503 0.5 0.2 0.3 0.3730
```
Positions in Å, forces in eV/Å.

SMILES: C#CC(C)C
Relative energy (zero: lowest compared OMol25 entry of this formula, charge and spin): 50.36 kcal/mol
LUMO: 0.0414 hartree
Frontier orbital gap: 10.7 eV
E_HOMO: -9.6 eV
Largest force on an atom: 0.980 eV/Å
Net charge: 0

***

# 5
The following is a quantum chemistry calculation of a structure of composition C5H8, from the Open Molecules 2025 dataset.

The geometry in XYZ format:
```
13
Properties=species:S:1:pos:R:3:forces:R:3:mulliken_charge:R:1
C -1.071594 -0.763522 -1.132037 0.3 -0.3 0.0 -0.8098
C 0.262191 -0.754173 -0.566549 0.0 -0.1 -0.2 0.0229
C 0.991379 0.601015 -0.548367 0.1 0.1 -0.1 -0.6336
C 0.174893 1.016521 0.697601 0.0 0.2 0.1 -0.5653
C -0.618576 -0.304361 0.673372 -0.2 0.0 0.2 -0.2270
H -1.662245 -0.115583 0.313774 -0.1 0.0 0.2 0.1564
H -1.477582 -1.771185 -0.904375 0.0 0.1 -0.1 0.1955
H 0.838305 -1.672337 -0.429713 -0.1 0.1 0.0 0.4175
H 0.801892 1.193606 -1.446547 0.0 -0.1 0.1 0.2763
H 2.067697 0.540542 -0.366953 -0.2 0.0 0.0 0.2563
H 0.782173 1.113791 1.600542 -0.1 0.0 -0.1 0.2456
H -0.447901 1.908008 0.592295 0.1 -0.1 0.0 0.2841
H -0.640631 -0.992320 1.516957 0.1 0.1 -0.2 0.3812
```
Positions in Å, forces in eV/Å.

Relative energy (zero: lowest compared OMol25 entry of this formula, charge and spin): 92.52 kcal/mol
LUMO: 0.0415 hartree
Frontier orbital gap: 9.4 eV
E_HOMO: -8.3 eV
Largest force on an atom: 0.372 eV/Å
Net charge: 0

***

# 6
The following is a quantum chemistry calculation of a structure of composition C5H8AgFO4 at a distorted geometry, from the Open Molecules 2025 dataset.

The geometry in XYZ format:
```
19
Properties=species:S:1:pos:R:3:forces:R:3:mulliken_charge:R:1
C -1.426376 -1.294796 -0.112923 0.0 -0.2 0.5 -0.1114
O -0.727267 -0.197504 -0.602664 0.6 1.0 -0.6 -0.7605
Ag -1.677206 1.874515 -0.515641 0.1 -0.6 0.1 0.5301
C -2.864595 -0.936983 0.247207 -0.2 -0.1 0.1 -1.2161
H -1.439609 -2.130877 -0.844891 0.1 0.3 0.1 0.3432
H -0.935182 -1.692445 0.803394 -0.1 0.1 -0.3 0.2354
H -3.409140 -1.813293 0.628942 0.1 0.2 -0.1 0.3804
H -2.888152 -0.164766 1.033196 0.1 -0.2 -0.2 0.2529
H -3.400938 -0.569991 -0.642131 0.1 -0.1 0.2 0.2771
C 0.513658 0.873151 0.662417 0.4 1.3 2.1 1.0918
O 1.158381 1.771906 -0.207635 -0.8 -0.8 -0.7 -0.3262
C 2.339351 1.215140 -0.668981 0.3 -0.1 -0.1 0.2497
C 2.401451 -0.155519 0.004596 -0.1 -0.1 -0.2 -0.4080
O 1.420821 -0.056719 1.031598 -0.4 -0.3 -0.3 -0.3865
O -0.322699 1.355028 1.425500 0.2 -0.7 -0.8 -0.6559
F 3.383307 2.016151 -0.239736 -0.1 -0.1 -0.1 -0.3233
H 2.369034 1.205315 -1.763677 0.0 0.0 0.2 0.2690
H 2.125402 -0.953019 -0.695618 0.0 0.1 0.1 0.2399
H 3.379753 -0.345286 0.457044 -0.3 0.1 -0.1 0.3184
```
Positions in Å, forces in eV/Å.

Relative energy (zero: lowest compared OMol25 entry of this formula, charge and spin): 22.58 kcal/mol
LUMO: -0.0408 hartree
Frontier orbital gap: 7.6 eV
E_HOMO: -8.7 eV
Largest force on an atom: 2.482 eV/Å
Net charge: 0